{"formula": "C40H108N6O19", "method": "ωB97M-V/def2-TZVPD", "species": ["C", "O", "C", "C", "C", "N", "H", "H", "H", "H", "H", "H", "H", "H", "H", "H", "H", "C", "O", "C", "C", "C", "N", "H", "H", "H", "H", "H", "H", "H", "H", "H", "H", "H", "C", "O", "C", "C", "C", "N", "H", "H", "H", "H", "H", "H", "H", "H", "H", "H", "H", "C", "O", "C", "C", "N", "C", "C", "O", "C", "H", "H", "H", "H", "H", "H", "H", "H", "H", "H", "H", "H", "H", "H", "H", "C", "O", "C", "C", "N", "C", "C", "O", "C", "H", "H", "H", "H", "H", "H", "H", "H", "H", "H", "H", "H", "H", "H", "H", "C", "O", "C", "C", "N", "C", "C", "O", "C", "H", "H", "H", "H", "H", "H", "H", "H", "H", "H", "H", "H", "H", "H", "H", "O", "C", "C", "O", "H", "H", "H", "H", "H", "H", "O", "C", "C", "O", "H", "H", "H", "H", "H", "H", "O", "C", "C", "O", "H", "H", "H", "H", "H", "H", "O", "C", "C", "O", "H", "H", "H", "H", "H", "H", "O", "C", "C", "O", "H", "H", "H", "H", "H", "H"], "positions_angstrom": [[3.667, 9.202, -0.415], [3.394, 10.249, 0.589], [4.024, 11.457, 0.278], [3.911, 12.355, 1.501], [4.055, 13.844, 1.205], [5.023, 12.007, 2.413], [4.582, 9.368, -0.984], [2.994, 9.067, -1.263], [3.701, 8.245, 0.104], [5.079, 11.244, 0.106], [3.593, 11.927, -0.605], [2.885, 12.266, 1.857], [3.237, 14.296, 0.643], [4.946, 14.036, 0.606], [4.178, 14.345, 2.165], [4.695, 12.247, 3.338], [5.230, 11.019, 2.454], [-9.112, -0.126, -9.787], [-9.380, -0.987, -8.659], [-8.435, -0.684, -7.656], [-8.714, -1.496, -6.274], [-7.856, -0.939, -5.135], [-8.439, -2.963, -6.362], [-9.268, 0.928, -9.556], [-9.766, -0.411, -10.611], [-8.194, -0.291, -10.351], [-7.455, -0.895, -8.084], [-8.409, 0.359, -7.342], [-9.721, -1.365, -5.880], [-8.234, 0.030, -4.808], [-6.795, -0.904, -5.384], [-7.826, -1.532, -4.221], [-7.531, -3.246, -6.023], [-8.261, -3.242, -7.316], [6.787, -4.012, -3.539], [7.200, -2.763, -3.014], [7.137, -2.599, -1.605], [7.869, -1.293, -1.349], [7.781, -0.734, 0.128], [7.290, -0.203, -2.184], [5.767, -4.127, -3.173], [7.299, -4.887, -3.138], [6.778, -4.125, -4.624], [6.186, -2.517, -1.080], [7.652, -3.457, -1.172], [8.921, -1.498, -1.546], [8.347, 0.193, 0.224], [8.247, -1.444, 0.810], [6.763, -0.580, 0.489], [6.347, -0.491, -2.402], [7.755, -0.373, -3.065], [-0.269, 1.247, -0.681], [-1.436, 0.925, 0.004], [-1.496, -0.232, 0.936], [-1.657, -1.564, 0.130], [-0.612, -1.918, -0.846], [-1.167, -2.899, -1.816], [-0.211, -3.042, -3.023], [0.189, -1.787, -3.634], [1.203, -1.700, -4.509], [-0.272, 2.317, -0.885], [-0.105, 0.770, -1.648], [0.523, 1.050, 0.041], [-2.360, -0.192, 1.599], [-0.661, -0.266, 1.635], [-2.633, -1.466, -0.346], [-1.663, -2.422, 0.801], [-0.296, -1.088, -1.327], [-2.043, -2.438, -2.273], [-1.368, -3.878, -1.380], [-0.714, -3.532, -3.857], [0.654, -3.685, -2.859], [0.989, -2.246, -5.428], [2.142, -2.070, -4.099], [1.430, -0.707, -4.898], [6.041, 5.465, -7.936], [5.460, 6.764, -7.652], [6.382, 7.772, -7.032], [7.405, 8.382, -8.091], [8.658, 7.693, -8.079], [9.536, 8.125, -9.169], [9.122, 7.621, -10.630], [8.988, 6.217, -10.583], [8.434, 5.759, -11.822], [6.491, 5.584, -8.922], [5.176, 4.811, -7.826], [6.611, 5.264, -7.029], [6.839, 7.393, -6.118], [5.791, 8.649, -6.769], [7.705, 9.422, -7.965], [6.945, 8.261, -9.071], [8.492, 6.752, -8.407], [10.531, 7.991, -8.744], [9.544, 9.214, -9.208], [10.011, 7.884, -11.204], [8.253, 8.091, -11.090], [7.449, 6.208, -11.949], [8.126, 4.738, -11.599], [9.143, 5.852, -12.645], [-6.778, 0.899, 8.399], [-6.513, 2.013, 9.322], [-7.745, 2.368, 10.098], [-7.971, 1.273, 11.194], [-6.900, 1.005, 12.163], [-6.127, 2.198, 12.620], [-5.286, 1.724, 13.880], [-4.060, 1.185, 13.428], [-3.421, 0.461, 14.458], [-6.864, -0.017, 8.983], [-5.894, 0.736, 7.782], [-7.690, 1.089, 7.832], [-8.587, 2.376, 9.406], [-7.659, 3.366, 10.529], [-8.352, 0.374, 10.710], [-8.947, 1.547, 11.597], [-6.189, 0.465, 11.691], [-6.699, 3.092, 12.868], [-5.469, 2.443, 11.786], [-5.848, 0.952, 14.406], [-5.042, 2.582, 14.507], [-2.737, -0.035, 13.770], [-3.916, -0.286, 15.079], [-2.804, 1.160, 15.023], [-3.277, -11.345, -2.367], [-2.844, -11.626, -3.659], [-2.880, -10.357, -4.419], [-1.815, -9.533, -4.014], [-2.564, -10.973, -1.843], [-1.847, -12.058, -3.748], [-3.522, -12.322, -4.153], [-3.791, -9.759, -4.394], [-2.664, -10.565, -5.467], [-1.753, -9.558, -3.056], [-0.161, -1.241, 7.747], [-0.619, 0.056, 7.984], [-0.516, 0.310, 9.473], [-1.310, -0.526, 10.245], [-0.839, -1.824, 8.096], [0.192, 0.618, 7.520], [-1.591, 0.254, 7.533], [-0.819, 1.337, 9.679], [0.510, 0.135, 9.795], [-1.621, -0.045, 11.015], [-0.529, -12.366, 2.090], [-0.447, -11.131, 2.786], [-1.411, -10.040, 2.190], [-0.946, -9.565, 0.970], [-1.297, -12.857, 2.393], [-0.573, -11.240, 3.864], [0.627, -10.986, 2.667], [-1.517, -9.268, 2.952], [-2.323, -10.627, 2.075], [-0.157, -9.033, 1.090], [-8.089, -6.154, 0.201], [-6.706, -5.864, -0.032], [-6.035, -5.659, 1.249], [-6.239, -4.348, 1.844], [-8.583, -5.335, 0.278], [-6.213, -6.696, -0.534], [-6.525, -5.027, -0.707], [-4.985, -5.863, 1.039], [-6.255, -6.539, 1.854], [-6.118, -4.573, 2.769], [4.661, -4.153, 3.231], [3.254, -3.917, 3.545], [2.420, -5.166, 3.429], [1.985, -5.310, 2.057], [5.179, -3.714, 3.909], [3.225, -3.519, 4.559], [2.908, -3.126, 2.880], [1.576, -5.050, 4.109], [3.116, -5.944, 3.744], [2.002, -4.466, 1.599]], "atomic_forces_ev_per_a": [[0.1, 0.4, 0.6], [-0.2, -2.1, -1.6], [0.2, 0.5, 0.3], [0.6, 0.3, -0.9], [0.5, 0.1, -0.4], [-0.9, 0.3, 0.4], [0.6, 0.2, 0.7], [-1.1, 0.6, 0.4], [0.1, 0.2, 0.1], [0.3, 0.3, -0.3], [-0.1, 0.1, -0.2], [0.0, -0.6, 0.6], [-0.3, -0.2, 0.2], [0.2, 0.0, 0.1], [-0.1, 0.2, -0.1], [0.3, 0.1, 0.4], [-0.3, -0.3, -0.2], [-1.0, -0.9, -0.7], [0.5, 1.1, -0.7], [-0.4, -1.2, 2.2], [1.6, -0.5, -0.4], [0.4, 0.3, 0.1], [0.0, 0.1, -0.8], [0.2, 0.0, 0.1], [-0.9, 0.1, 0.4], [1.0, 0.0, 1.0], [0.4, -0.3, 0.5], [-0.4, 0.4, -0.3], [-0.4, 0.0, -0.9], [0.3, 0.2, -0.2], [0.1, 0.5, -0.4], [-0.6, -0.5, -0.2], [0.2, 0.6, 1.0], [-0.9, 0.1, -0.7], [-1.3, -0.3, 1.3], [0.0, 0.0, -0.9], [1.1, -0.2, 0.2], [-0.6, 1.4, 1.9], [0.5, -1.4, -0.5], [1.1, -0.9, -0.3], [-0.4, -0.4, -0.4], [0.6, 0.1, 0.2], [0.3, 0.8, 0.1], [-0.9, -0.3, -0.8], [0.2, 0.0, 0.4], [0.1, 0.5, -0.4], [-0.2, 0.0, -0.3], [0.0, -0.1, 0.2], [-0.1, 0.1, -0.3], [-0.5, 0.1, 0.1], [0.0, 0.5, -0.6], [0.8, 0.2, 1.1], [-2.2, -1.2, 1.4], [0.9, -0.5, -2.0], [0.6, 0.5, 0.4], [-0.4, -0.4, 0.4], [1.6, 2.2, -1.2], [0.6, -0.3, -1.6], [-2.5, 1.0, 3.1], [1.8, -1.0, -1.7], [-0.2, 0.1, 0.1], [-0.1, -0.4, 0.0], [0.8, 0.0, -0.5], [-0.3, 0.7, -0.5], [0.6, 0.2, -0.4], [-0.3, -0.2, -0.2], [-0.5, 0.1, 0.4], [-0.1, -0.2, -0.4], [-0.7, -0.4, 0.2], [0.0, 0.2, 0.1], [-0.6, -0.5, 0.2], [0.4, 0.3, 0.6], [0.0, -0.5, -0.3], [0.3, -0.3, 0.1], [-0.6, 0.5, 0.7], [-1.3, 2.0, 1.6], [1.0, 1.8, 1.0], [-0.4, 0.3, -2.2], [-0.6, -1.1, 0.7], [0.9, -0.9, -0.8], [-0.9, 1.1, 0.0], [2.3, 0.1, 2.1], [-0.5, 0.3, -0.7], [-0.6, -0.8, 1.7], [0.5, -1.0, 0.2], [0.2, -0.3, -0.9], [1.1, -0.5, -0.7], [0.3, -0.2, -0.2], [-0.6, -0.5, 0.1], [-0.8, 0.3, 0.4], [-0.6, 0.3, -0.2], [-0.2, -0.7, 0.7], [0.4, -1.0, -1.2], [-0.4, 0.4, -0.2], [0.0, 0.1, -0.6], [-0.2, 0.2, 0.4], [0.2, 0.7, -0.6], [0.6, -0.4, -0.5], [-0.3, 0.0, -0.1], [0.5, 0.8, 1.6], [-1.5, 0.0, -0.2], [1.7, -2.0, -0.3], [-0.8, 0.9, -0.9], [-0.8, 0.9, -0.3], [0.7, -1.4, 0.8], [-0.5, 1.2, -1.7], [-1.6, -0.4, 0.4], [2.3, 0.2, -1.9], [-0.4, -0.2, 0.0], [-0.1, 0.5, -0.2], [0.1, -0.1, -0.2], [-0.2, 0.0, 0.0], [0.5, -0.1, -0.1], [0.9, -0.5, -0.2], [0.2, 0.5, 1.2], [-0.1, -0.4, -0.1], [-0.5, -0.4, 0.0], [0.4, 0.5, 0.3], [-0.2, 0.2, 0.1], [-0.3, 0.1, 0.4], [0.6, -0.8, 0.9], [-0.8, 0.4, -0.2], [-0.2, -0.1, 0.6], [-0.3, -0.6, 1.3], [-0.7, 0.0, -0.9], [0.8, 0.7, -1.6], [0.8, 0.7, 0.2], [0.1, -0.2, 0.1], [0.2, 0.0, 0.3], [-0.3, -0.2, 0.4], [-0.5, -0.5, 0.3], [-0.1, -0.1, -0.2], [0.0, 0.2, 0.1], [-0.4, -1.4, -0.5], [1.3, 0.1, 0.6], [0.2, 1.3, 0.0], [-1.2, -1.2, 0.3], [0.1, -0.4, 0.1], [-0.5, 0.8, -0.1], [-0.1, 0.1, 0.1], [0.3, 0.4, -0.1], [0.3, 0.3, -0.3], [-0.1, -0.1, -0.1], [-0.6, -0.3, 0.1], [0.5, 0.0, -0.5], [1.8, -1.7, 1.5], [-0.5, 0.2, -0.9], [-0.1, -0.1, -0.1], [-0.5, -0.1, 0.2], [0.0, 1.2, 0.0], [-0.3, 0.3, -0.1], [-0.3, 0.6, -0.4], [0.0, 0.0, 0.2], [0.2, -0.1, -0.7], [-1.0, 0.2, -0.5], [1.7, -0.1, 0.2], [0.0, -1.9, -0.2], [0.1, 0.1, 0.0], [-0.4, -0.4, 0.1], [-0.4, 0.3, 0.0], [0.6, 0.7, 0.1], [-0.7, 0.4, 0.7], [-0.1, 0.7, 0.3], [-0.9, -0.1, 0.0], [1.5, 0.6, 0.5], [0.5, 1.4, -1.2], [0.1, -1.1, 0.8], [0.0, 0.0, -0.1], [-0.3, 0.0, 0.1], [-0.3, 0.1, -0.1], [-0.2, -0.4, -0.1], [-0.5, -0.6, -0.3], [0.1, 0.1, 0.2]], "homo_ev": -8.9, "smiles": "COC[C@H](C)N.COC[C@H](C)N.COC[C@H](C)N.COCCNCCOC.COCCNCCOC.COCCNCCOC.OCCO.OCCO.OCCO.OCCO.OCCO", "multiplicity": 1, "homo_lumo_gap_ha": 0.3343, "energy_ev": -91059.002}